# 1
Density functional theory data (ωB97M-V/def2-TZVPD) for a 11-piece molecular cluster, C26H54Br20NOS overall.

XYZ file:
```
103
Properties=species:S:1:pos:R:3:mulliken_charge:R:1
Br 0.9862 2.6864 8.7088 -0.11
Br 3.3964 -3.3370 12.5666 -0.12
Br -6.2215 -1.4480 -4.1227 -0.15
Br 2.6518 5.6281 -3.3889 -0.16
Br 1.1195 -5.4818 -5.6734 -0.15
Br -6.1294 3.9096 -1.9372 -0.14
Br 0.2848 -1.2798 -3.5832 -0.01
Br -7.0296 -5.7003 -3.5886 -0.13
Br 3.1619 1.5092 5.0489 -0.08
Br -0.2171 3.4004 -3.0645 -0.07
Br 3.3843 -3.9874 -3.2059 -0.14
Br -7.9333 -3.0656 -1.1988 -0.13
Br 2.7886 1.8651 -7.1301 -0.14
Br 1.0453 4.4377 4.5666 -0.15
Br -1.5287 -3.8031 -1.6229 -0.22
Br 2.9404 -0.3942 8.3415 -0.12
Br 4.2235 1.2553 -3.7851 -0.19
Br -4.1746 1.5473 -4.6258 -0.12
Br -3.3431 5.5101 -3.7370 -0.13
Br 5.9438 -4.8735 10.3815 -0.13
S 1.5984 -2.2452 -0.1158 -0.05
O 2.8571 1.9005 0.4099 -0.48
N 3.4075 -0.3344 0.6706 -0.20
C 2.9624 4.3510 4.8802 -0.64
C 1.9741 -5.3046 -2.9517 -0.16
C 1.2895 3.8194 0.3907 -0.83
C 0.5178 4.2069 -4.6741 -0.50
C 1.9716 -1.0267 2.3306 -1.27
C 1.5395 0.3773 1.8492 0.57
C -4.4430 4.6022 -1.2577 -0.45
C -8.7119 -5.4040 -2.6566 -0.58
C 2.1829 2.8670 -0.4054 0.12
C 3.5838 3.1894 4.1532 -0.22
C 0.4579 0.9773 7.9525 -0.41
C -9.0316 -3.9386 -2.5429 -0.56
C 1.9165 -6.2845 -4.0903 -0.60
C 1.0409 -0.1837 8.7147 -0.62
C 4.0871 -4.4357 10.0085 -0.55
C 3.3580 0.0139 -5.0200 -0.22
C 3.6750 -3.1398 10.6520 -0.45
C -2.1511 -2.6931 -3.0978 -0.53
C 2.2891 0.6674 0.5528 -0.77
C 3.7136 0.2935 -6.4529 -0.53
C 2.7645 -1.5837 1.1303 0.10
C -6.1096 1.3680 -4.6644 -0.62
C -4.0355 5.8701 -1.9575 -0.62
C 2.0207 4.2560 -4.6170 -0.28
C -6.5868 0.3965 -3.6212 -0.55
C -1.0983 -2.5271 -4.1582 -0.42
H 3.9876 -0.0297 1.4648 0.34
H 0.1879 3.5804 -5.4996 0.31
H -0.5972 -3.4564 -4.4113 0.06
H 1.1399 -1.6641 2.5938 0.39
H -1.5294 -2.0923 -5.0567 0.46
H 3.4694 -2.3770 1.3324 0.43
H 0.2665 3.7775 0.0340 0.28
H -6.3734 1.0679 -5.6727 0.42
H -7.6661 0.4617 -3.5038 0.36
H 4.4127 -2.3564 10.5218 0.39
H -4.8588 6.5667 -2.0724 0.40
H 4.0192 -4.3563 8.9256 0.32
H 1.6511 4.8371 0.2992 0.33
H 3.4922 -5.2755 10.3508 0.39
H 2.2109 -5.8088 -2.0177 0.39
H 0.5716 -1.1147 8.4049 0.37
H 2.2974 0.1008 -4.8253 -0.02
H 2.8965 -6.6466 -4.3812 0.39
H 1.7744 0.3745 -0.3627 0.61
H -2.4583 -1.7503 -2.6628 0.34
H 3.2323 3.1039 3.1286 -0.08
H 0.6181 -2.7223 0.6493 0.12
H -8.6222 -5.8854 -1.6890 0.37
H 1.6201 2.4255 -1.2279 0.08
H -3.2228 6.3544 -1.4209 0.33
H -4.6140 4.7873 -0.1997 0.37
H 4.7745 0.4700 -6.5945 0.38
H -6.1091 0.5564 -2.6607 0.35
H 4.6688 3.2630 4.1604 0.43
H -3.0229 -3.2065 -3.4959 0.36
H 2.4558 3.3197 -4.2823 -0.12
H 4.0739 -0.3983 -0.1043 0.39
H 2.9713 3.4400 -0.8818 0.23
H 2.7213 -2.8063 10.2534 0.12
H 0.4731 0.5364 1.7462 0.48
H 3.7001 -0.9748 -4.7224 0.26
H 1.2889 3.5609 1.4461 0.13
H 1.8923 1.0855 2.5980 -0.36
H -6.4982 2.3633 -4.4651 0.30
H 3.3931 -0.5308 -7.0852 0.40
H -3.7098 3.8110 -1.3774 0.24
H 2.6419 -0.9940 3.1885 0.28
H 0.0622 5.1885 -4.7565 0.42
H 0.9477 -0.0707 9.7896 0.40
H -0.6282 0.9542 8.0022 0.38
H -10.0603 -3.7948 -2.2214 0.36
H -9.4686 -5.9127 -3.2487 0.34
H 1.2775 -7.1258 -3.8333 0.37
H 3.3682 5.2904 4.5129 0.39
H -8.8621 -3.4058 -3.4735 0.32
H 1.0485 -4.7491 -2.8374 -0.09
H 2.4305 4.5150 -5.5895 0.45
H 3.0997 4.2892 5.9548 0.40
H 0.7748 0.9907 6.9143 0.14
```

- Orbital gap: 8.7 eV
- Highest occupied orbital energy: -0.41434 hartree
- Total charge: +1

=====

# 2
Density functional theory data (ωB97M-V/def2-TZVPD) for an isolated molecule of C5H8N2.

XYZ file:
```
15
Properties=species:S:1:pos:R:3:mulliken_charge:R:1
N -0.8336 -0.0581 -0.8147 -0.57
N 2.1369 0.8863 0.9091 -0.44
C 1.0870 0.9219 0.4551 0.12
C -0.2562 1.0415 -0.0863 0.55
C 0.9894 -1.7625 -0.6138 -1.20
C -1.2140 1.3974 1.0646 -1.28
C -0.3340 -1.1903 -1.0185 0.19
H 1.8029 -1.1704 -1.0314 0.33
H -1.2326 0.5926 1.7966 0.33
H -0.8946 2.3143 1.5540 0.37
H 1.0840 -2.7873 -0.9605 0.29
H -2.2147 1.5283 0.6625 0.35
H 1.0974 -1.7434 0.4699 0.35
H -0.9802 -1.8534 -1.5891 0.41
H -0.2376 1.8831 -0.7975 0.19
```

- Orbital gap: 10.8 eV
- ΔE to the lowest compared entry with this formula, charge and spin: 26.2 kcal per mole
- Highest occupied orbital energy: -0.36377 hartree
- SMILES: C/C=N\[C@@H](C)C#N

=====

# 3
Density functional theory data (ωB97M-V/def2-TZVPD) for an isolated molecule of C14H15BrClN3O4S.

XYZ file:
```
39
Properties=species:S:1:pos:R:3:mulliken_charge:R:1
Br 2.6528 -3.2845 1.9438 -0.16
Cl 2.5242 1.8486 4.3030 -0.19
S -2.1909 -0.7539 3.1375 1.27
O -2.7316 -2.0955 3.2897 -0.66
O 1.4478 0.2634 -4.0090 -0.51
O -2.7338 0.1937 4.1047 -0.82
O -0.5249 1.5299 4.0581 -0.62
N -2.5806 -0.1366 1.6186 -0.21
N -2.0861 -1.6684 -0.1105 -0.70
N -0.1802 -0.7045 -0.7827 0.51
C 0.4710 0.1674 -2.9558 0.53
C 0.2314 0.4360 3.6576 0.61
C 0.9948 -0.4668 -1.6596 -1.13
C -0.3936 -0.7099 3.2130 -0.31
C -1.7768 -0.5577 0.6263 -0.23
C 2.4284 -0.6324 3.1936 -0.40
C 0.0565 2.1780 -4.1307 -0.66
C -0.6840 0.1212 0.2012 -0.12
C 0.3602 -1.8217 2.7737 -0.25
C 1.7666 -1.7733 2.7369 -0.26
C 0.0392 1.6283 -2.7237 -0.46
C 1.0061 1.2806 -4.9155 -0.45
C 1.6738 0.4778 3.6476 0.22
C -1.0667 -1.7579 -0.9414 -0.37
H 0.4514 0.8484 -5.7608 0.25
H 0.7410 2.1946 -2.0560 0.27
H -0.1868 -2.6729 2.4177 0.57
H -0.9792 2.1364 -4.5606 0.25
H -1.0150 -2.5675 -1.6791 0.41
H 1.7422 0.1903 -1.1825 0.33
H -0.3562 -0.3952 -3.3176 0.26
H -3.5346 -0.4508 1.4842 0.49
H -0.3119 1.0799 0.5714 0.45
H -0.9591 1.6159 -2.2619 0.29
H 1.4502 -1.4597 -1.9190 0.27
H -1.4603 1.2469 4.1695 0.43
H 1.8438 1.8449 -5.3189 0.35
H 0.3534 3.2376 -4.1400 0.30
H 3.5174 -0.6102 3.2774 0.43
```

- Orbital gap: 8.9 eV
- ΔE to the lowest compared entry with this formula, charge and spin: 0.6 kcal per mole
- Highest occupied orbital energy: -0.33375 hartree
- SMILES: O=S(=O)(Nc1cn(C[C@H]2CCCO2)cn1)c1cc(Br)cc(Cl)c1O

=====

# 4
Density functional theory data (ωB97M-V/def2-TZVPD) for C26H38CrINO3S as an isolated structure.

XYZ file:
```
71
Properties=species:S:1:pos:R:3:mulliken_charge:R:1
I -0.9346 -1.2436 3.0491 -0.33
Cr 0.5934 -0.2562 1.0964 0.75
S 0.0060 2.0606 1.1738 -0.68
O -5.9080 4.7266 -0.6873 -0.56
O -6.6906 3.4984 0.9711 -0.49
O 2.0740 0.1737 2.4194 -0.22
N 3.1284 0.0702 4.3893 -0.39
C -1.9394 3.6128 0.0911 -0.31
C 1.3112 0.3119 -3.6060 -1.60
C 2.1073 -0.8723 -0.4354 0.22
C 1.5715 0.8990 -2.2079 1.95
C -1.6803 2.5239 0.9310 0.45
C -4.0513 2.3494 1.3377 -0.92
C 0.9579 2.2983 -2.1003 -1.63
C 3.7031 -2.6578 1.2952 -1.87
C 3.0904 1.1068 -2.1037 -2.31
C -1.5297 -0.7826 -1.5774 1.73
C 1.5606 -2.0370 0.1521 0.43
C 1.5959 -3.8243 1.9395 -1.59
C -1.9570 0.6037 -2.0532 -1.63
C 2.3510 -3.1641 0.7882 1.84
C 2.5928 -4.2047 -0.3180 -1.69
C -5.6740 3.9478 0.1940 0.63
C 0.1944 -2.0254 -0.1853 -1.13
C -0.1143 -0.8883 -0.9884 -0.26
C -2.5658 -1.2191 -0.5320 -1.65
C -2.7585 1.9071 1.5629 -0.51
C 2.0700 0.4397 3.6495 1.12
C -4.3066 3.4247 0.4918 0.96
C 0.9996 1.1361 4.3252 -1.20
C -3.2300 4.0524 -0.1289 -0.87
C 1.1290 -0.1725 -1.1885 0.88
C -1.6030 -1.7701 -2.7527 -1.76
H 4.2087 -3.4532 1.8450 0.52
H 3.6488 0.1900 -2.2989 0.37
H 3.1902 0.2935 5.3648 0.18
H -2.4092 -2.2346 -0.1700 0.31
H -2.5935 -1.7249 -3.2104 0.49
H -1.8180 1.3446 -1.2731 -0.10
H 1.6501 -4.6341 -0.6612 0.31
H -6.3439 2.9402 1.6765 0.29
H 2.1504 -4.7009 2.2812 0.50
H 1.3141 2.8871 -2.9491 0.56
H 1.4700 -3.1411 2.7790 0.21
H 3.8830 -0.4256 3.9452 0.24
H 3.5711 -1.8003 1.9567 0.08
H -2.5586 -0.5524 0.3267 0.11
H 1.0278 1.2671 5.3964 0.22
H 1.2682 2.7929 -1.1825 0.42
H -1.4350 0.9295 -2.9479 0.19
H -1.4342 -2.7934 -2.4112 0.32
H 0.2546 0.2687 -3.8500 0.25
H -3.5587 -1.1809 -0.9843 0.49
H -0.8623 -1.5465 -3.5207 0.26
H 3.2204 -5.0156 0.0583 0.46
H -0.5145 -2.7874 0.0949 0.55
H 0.2179 1.5746 3.7308 0.27
H 3.0924 -3.7540 -1.1774 0.34
H -0.1255 2.3030 -2.1192 0.04
H -2.5822 1.0734 2.2281 0.16
H 3.3902 1.8430 -2.8506 0.48
H 3.3784 1.4951 -1.1250 0.43
H 0.6010 -4.1545 1.6377 0.26
H -3.0210 0.5752 -2.2970 0.63
H 4.3567 -2.3571 0.4743 0.33
H 1.7994 0.9390 -4.3553 0.49
H -3.4293 4.8852 -0.7897 0.44
H 3.1400 -0.5820 -0.3520 0.67
H 1.7207 -0.6972 -3.6901 0.29
H -4.8529 1.8090 1.8313 0.15
H -1.1085 4.0999 -0.4036 0.43
```

- Orbital gap (alpha / beta): 7.4 / 6.0 eV
- Spin multiplicity: 5
- ΔE to the lowest compared entry with this formula, charge and spin: 6.8 kcal per mole
- Highest occupied orbital energy (alpha / beta): -0.28216 / -0.28654 hartree

=====

# 5
Density functional theory data (ωB97M-V/def2-TZVPD) for C39H54ClMoN7O7P2S4 as an isolated structure.

XYZ file:
```
115
Properties=species:S:1:pos:R:3:mulliken_charge:R:1
Mo 0.5858 0.4452 -0.1708 -0.39
Cl 3.0479 -1.6734 -0.7514 1.49
S 0.4264 -0.0748 -2.5517 -0.12
S -1.0845 -1.3563 -0.1732 -0.16
S -1.1502 1.8452 1.0936 -0.06
S -3.8132 0.5979 0.1528 0.17
P 0.8784 -0.3266 3.2062 -0.72
P 2.2004 2.1396 2.4046 -0.94
O 1.8879 -2.5195 -0.8244 -0.31
O 1.6667 1.0617 3.4868 -0.95
O 0.9245 -0.6294 1.7399 1.04
O 3.8272 -1.7374 -1.9286 -0.70
O 2.5508 -0.2329 -0.6420 -0.76
O 3.7978 -1.9356 0.4248 -0.67
O 1.7649 1.7533 1.0265 1.87
N 1.5818 -1.5205 4.0415 0.84
N 3.8189 2.1895 2.4646 0.29
N -0.5788 -0.0215 3.8441 0.77
N -3.5124 2.9503 1.0503 -0.27
N -0.9473 -3.6137 -1.5219 0.37
N 1.5309 3.5279 2.9030 0.85
N 0.0480 -2.3666 -3.7994 0.35
C 0.9207 4.6707 -2.7754 -1.04
C 4.5965 1.0924 1.8774 -0.64
C 1.4486 -1.5771 5.4966 -1.00
C 4.5026 2.8967 3.5470 -1.01
C 1.3035 3.8977 4.2952 -1.04
C -0.6822 -2.3356 -1.4861 -1.72
C -5.2464 1.7127 0.0018 -0.48
C 0.6235 2.2244 -1.3972 1.28
C -1.5045 -4.4254 2.0563 -0.68
C -0.3434 4.0309 -2.7621 1.13
C -0.9028 1.1548 4.6467 -0.97
C -0.4059 -4.4298 -2.6195 -0.57
C -2.7935 2.6992 -2.8878 -0.92
C 0.4708 -4.9176 0.7837 -0.02
C -4.9669 2.8770 0.9470 -0.77
C -0.8599 -4.5215 0.8288 1.27
C 1.8412 2.8545 -1.4938 -1.24
C 1.1465 -5.2243 1.9547 -0.88
C 1.4632 4.6415 1.9521 -0.82
C -0.4942 2.7884 -2.0971 1.50
C -2.8075 1.8714 0.7597 0.14
C -0.8358 -2.2379 -7.1057 -0.37
C -1.4488 4.6038 -3.4415 -0.89
C 0.5451 -1.7729 -5.0615 -1.65
C -0.0286 -1.6894 -2.6789 0.92
C -0.8360 -4.7506 3.2271 -0.58
C -0.6042 -1.4532 -5.9830 0.71
C -2.6502 3.9606 -3.5040 -1.18
C -1.6482 -0.9829 3.5970 -0.75
C 2.7820 -2.1849 3.5274 -0.85
C -2.5264 -0.1147 -6.5373 -0.74
C -0.5603 -3.6928 -3.9197 -0.72
C -2.7557 -0.9047 -7.6573 -0.46
C 1.9942 4.0808 -2.1799 -1.08
C -1.9090 -1.9637 -7.9435 -0.70
C -1.6653 -4.2943 -0.4267 -1.89
C -1.7509 2.1382 -2.2039 -0.76
C 0.4898 -5.1547 3.1754 -0.50
C -1.4543 -0.3841 -5.7026 0.03
H -1.3136 5.5603 -3.9316 0.46
H -1.6087 -3.5830 -4.2086 0.30
H -2.4532 -0.5215 3.0174 0.16
H 2.7637 -3.2283 3.8390 0.32
H 2.2276 -0.9935 5.9952 0.27
H 3.6868 -1.7199 3.9296 0.24
H -0.9752 2.0557 4.0339 0.13
H 0.4722 -1.2132 5.8092 0.30
H -3.5880 -0.6862 -8.3127 0.41
H -3.7304 2.1609 -2.9777 0.67
H -2.5444 -4.1183 2.0927 0.43
H 2.2367 5.3834 2.1634 0.33
H 1.2117 -2.5109 -5.5078 0.54
H -5.3488 3.8122 0.5427 0.37
H -3.4796 4.4004 -4.0416 0.47
H 3.9584 3.7964 3.8238 0.31
H 5.5280 1.4972 1.4832 0.44
H -5.4015 2.7156 1.9350 0.34
H 2.8020 -2.1430 2.4441 0.05
H -1.8778 1.1570 -1.7656 0.95
H -2.5568 -3.7081 -0.1985 0.45
H -6.1431 1.1663 0.2811 0.50
H 2.9708 4.5453 -2.2237 0.51
H 1.9951 4.6831 4.6089 0.44
H 1.0082 -5.4313 4.0843 0.52
H -0.0451 -4.2267 -4.7160 0.52
H -5.3285 2.0386 -1.0325 0.22
H 5.4884 3.1974 3.1949 0.38
H 4.0417 0.6303 1.0659 -0.18
H 2.1816 -5.5360 1.9110 0.47
H -3.0403 3.7718 1.3999 0.27
H 0.6464 -4.6352 -2.4078 0.23
H 0.9970 -4.9886 -0.1598 0.26
H 4.6282 2.2639 4.4302 0.28
H -0.9501 -5.3698 -2.6478 0.56
H 0.4849 5.1176 2.0353 0.30
H -1.2701 0.2520 -4.8438 0.42
H 1.4316 3.0395 4.9494 0.19
H -1.2634 -1.8315 3.0312 0.01
H 1.5435 -2.6156 5.8127 0.33
H -2.0768 -2.5728 -8.8213 0.40
H 1.0233 5.6162 -3.2935 0.46
H -1.9994 -5.2421 -0.8480 0.59
H 1.1358 -0.8955 -4.8110 0.63
H -3.1757 0.7242 -6.3239 0.47
H 1.5799 4.2786 0.9324 0.11
H -1.8671 0.9812 5.1214 0.53
H -2.0561 -1.3541 4.5397 0.51
H 2.7196 2.4244 -1.0300 0.44
H 4.8350 0.3330 2.6274 0.25
H 0.2859 4.2765 4.4099 0.29
H -1.3536 -4.7008 4.1765 0.44
H -0.1702 1.3186 5.4368 0.29
H -0.1661 -3.0578 -7.3396 0.39
```

- Orbital gap (alpha / beta): 6.3 / 6.2 eV
- Spin multiplicity: 3
- ΔE to the lowest compared entry with this formula, charge and spin: 38.8 kcal per mole
- Highest occupied orbital energy (alpha / beta): -0.44609 / -0.45119 hartree
- Total charge: +2

=====

# 6
Density functional theory data (ωB97M-V/def2-TZVPD) for a 22-piece molecular cluster, H44O22 overall.

XYZ file:
```
66
Properties=species:S:1:pos:R:3:mulliken_charge:R:1
O 1.2565 1.6266 -2.5605 -0.53
O -3.2697 2.0524 -2.2204 -0.64
O -0.3119 -5.0329 0.9927 -0.62
O 3.2133 -1.1890 -3.0291 -0.66
O 1.4075 -0.3732 -4.9261 -0.65
O -2.8446 -0.0890 3.3159 -0.60
O -1.3620 -2.5280 -0.5563 -0.59
O -0.8183 2.3978 1.7600 -0.73
O 2.6682 -1.8299 -0.4441 -0.67
O 1.6718 3.5135 2.5577 -0.67
O -0.2487 0.1678 -0.4917 -0.31
O -3.0694 3.7310 0.7065 -0.66
O 0.1803 -2.3784 4.7267 -0.66
O -3.6391 -0.5979 -0.9670 -0.58
O -1.3804 -2.5752 2.3143 -0.71
O 2.5681 0.3127 1.5162 -0.63
O 2.4543 3.0647 -0.0665 -0.63
O 1.2636 -4.0579 -0.9740 -0.67
O -4.3859 1.3098 1.1911 -0.71
O 3.3997 4.5593 -2.4229 -0.63
O 1.8251 -4.0464 3.0745 -0.65
O -0.6627 3.3184 -1.7170 -0.66
H 1.3238 1.1793 -3.4041 0.21
H 1.6585 0.3884 -5.4487 0.31
H 3.0211 4.1434 -1.6484 0.38
H 1.9370 2.2992 -2.5906 0.22
H 0.6026 -3.2247 4.5793 0.30
H -0.8743 -3.2577 -0.9383 0.27
H 1.9588 0.2979 2.2543 0.29
H -2.3887 2.4176 -2.1392 0.43
H 2.5317 -4.0947 2.4307 0.26
H 2.2499 3.3399 0.8272 0.34
H -1.4987 -2.7823 0.3563 0.36
H 3.0354 -1.6747 -1.3144 0.35
H -3.5825 -0.0773 3.9254 0.25
H 2.9208 2.2355 0.0385 0.27
H -0.0763 2.7064 -2.1619 0.45
H -0.2736 -2.1904 3.9052 0.38
H 2.5721 -0.9773 -3.7075 0.33
H -4.2837 -1.0882 -1.4772 0.26
H 1.5239 4.3037 3.0772 0.27
H 0.7975 3.1481 2.4224 0.44
H 1.6741 -3.2031 -0.8435 0.45
H -2.0935 -3.1354 2.6208 0.28
H 1.9479 -4.5940 -1.3747 0.25
H -0.4483 1.6433 1.3017 0.22
H -3.1652 1.1246 -2.0094 0.32
H 4.0945 5.1205 -2.0784 0.29
H -2.8932 -1.1925 -0.8877 0.33
H -0.5057 -5.7970 0.4497 0.29
H 2.0978 -0.1271 0.8080 0.36
H -5.2139 0.9877 1.5474 0.28
H -3.5609 3.9519 -0.0846 0.29
H 0.6321 -0.7214 -5.3663 0.28
H -1.6407 -1.6916 2.5744 0.37
H -3.1259 0.4649 2.5877 0.40
H 3.3509 -1.5379 0.1600 0.32
H 1.0448 -4.3265 2.5960 0.40
H 3.8386 -0.4648 -3.0555 0.28
H -1.2776 2.8902 1.0798 0.39
H -3.4277 2.8880 0.9842 0.39
H 0.2624 -4.4924 0.4502 0.26
H -0.2735 3.4368 -0.8505 0.24
H -4.2304 0.7675 0.4177 0.36
H 0.2743 0.3314 -1.2764 0.11
H -0.4318 -0.7714 -0.5168 0.33
```

- Orbital gap: 9.6 eV
- ΔE to the lowest compared entry with this formula, charge and spin: 25.4 kcal per mole
- Highest occupied orbital energy: -0.37179 hartree

=====

Number 1: calculated total energy -53031.32397 Eh. Number 2: calculated total energy -304.79367 Eh. Number 3: calculated total energy -4440.06923 Eh. Number 4: calculated total energy -3034.43327 Eh. Number 5: calculated total energy -5231.89529 Eh. Number 6: calculated total energy -1681.74631 Eh.